# 1
43
Properties=species:S:1:pos:R:3:forces:R:3 method="wB97M-V/def2-TZVPD" fmax_ha_per_bohr=0.0092 homo_lumo_gap_ev=7.100 multiplicity=1 charge=+2 e_tot_ha=-2383.295621
In -1.100 -1.906 -1.354 0.0 0.4 0.3
C 2.550 -1.735 -2.196 0.0 0.0 0.0
P 1.377 -2.076 -0.875 -0.1 -0.2 -0.2
C 1.845 -3.649 -0.119 0.0 0.0 0.0
C 1.444 -0.764 0.368 0.1 0.0 0.0
C 2.608 0.003 0.442 0.0 0.0 0.0
C 2.709 1.047 1.350 0.0 0.0 0.0
C 1.642 1.346 2.182 0.0 0.0 0.0
C 0.480 0.591 2.118 0.0 0.0 0.0
C 0.363 -0.471 1.226 0.0 0.0 0.1
P -1.166 -1.456 1.205 0.1 0.1 -0.1
C -1.013 -2.637 2.569 -0.1 0.0 -0.1
C -2.548 -0.369 1.619 0.0 0.0 0.0
H 2.364 -0.754 -2.633 0.0 0.0 0.0
H 2.423 -2.497 -2.966 0.0 0.0 0.0
H 3.572 -1.790 -1.820 0.0 0.0 0.0
H 2.795 -3.520 0.402 0.0 0.0 0.0
H 1.956 -4.408 -0.894 0.0 0.0 0.0
H 1.089 -3.979 0.592 0.0 0.0 0.0
H 3.447 -0.206 -0.208 0.0 0.0 0.0
H 3.622 1.626 1.402 0.0 0.0 0.0
H 1.713 2.164 2.886 0.0 0.0 0.0
H -0.341 0.836 2.780 0.0 0.0 0.0
H -0.875 -2.066 3.488 0.0 0.0 0.0
H -0.157 -3.295 2.429 0.0 0.0 0.0
H -1.919 -3.239 2.647 0.0 0.0 0.0
H -2.522 -0.087 2.672 0.0 0.0 0.0
H -3.478 -0.906 1.426 0.0 0.0 0.0
H -2.522 0.526 0.997 0.0 0.0 0.0
S -3.293 -1.589 -2.338 0.2 -0.1 0.0
C -2.752 0.056 -2.066 -0.1 -0.1 -0.2
N -1.491 0.265 -1.740 0.0 -0.1 0.1
C -1.224 1.623 -1.545 0.0 0.0 0.0
C 0.003 2.196 -1.222 0.0 0.0 0.0
C 0.068 3.569 -1.095 0.0 0.0 0.0
C -1.064 4.370 -1.289 0.0 0.0 0.0
C -2.283 3.811 -1.619 0.0 0.0 0.0
C -2.348 2.427 -1.742 0.0 0.0 0.0
S -3.731 1.450 -2.168 0.0 0.0 0.0
H 0.880 1.578 -1.089 0.0 0.0 0.0
H 1.013 4.039 -0.855 0.0 0.0 0.0
H -0.982 5.443 -1.188 0.0 0.0 0.0
H -3.154 4.431 -1.780 0.0 0.0 0.0

=====

# 2
21
Properties=species:S:1:pos:R:3:forces:R:3 method="wB97M-V/def2-TZVPD" fmax_ha_per_bohr=0.0807 homo_lumo_gap_ev=9.912 multiplicity=1 relative_energy_kcal_mol=68.32 e_tot_ha=-403.467732
H -0.884 2.255 -1.557 0.5 0.0 0.3
N -0.895 1.241 -1.640 -0.1 -0.4 -0.1
C -1.071 0.635 -0.539 -4.0 -0.8 -0.5
C -1.362 1.263 0.794 0.8 0.1 0.2
C -1.824 -0.854 -0.663 1.3 1.5 -0.2
O -1.874 -1.611 0.510 0.4 0.1 0.1
H -0.797 0.746 1.569 0.0 0.0 0.1
H -2.414 1.163 1.057 -0.1 -0.2 -0.2
H -1.098 2.320 0.807 0.1 0.0 0.0
H -1.390 -1.379 -1.523 0.1 0.0 0.1
H -2.860 -0.615 -0.915 0.1 0.2 0.0
H -0.967 -1.739 0.827 0.0 -0.1 0.0
C 2.581 0.275 -0.016 -0.6 0.1 0.1
C 1.448 -0.717 -0.132 -2.6 -0.4 -1.9
O 1.002 -1.269 1.088 0.0 -0.1 0.9
H 2.335 1.078 0.678 -0.1 0.2 -0.1
H 2.810 0.686 -0.997 0.0 0.1 0.0
H 3.478 -0.215 0.369 0.0 -0.1 -0.1
H 1.698 -1.526 -0.827 0.5 -0.1 0.2
H 0.376 -0.411 -0.634 3.6 -0.1 1.2
H 1.707 -1.326 1.742 0.1 0.0 -0.2

=====

# 3
186
Properties=species:S:1:pos:R:3:forces:R:3 method="wB97M-V/def2-TZVPD" fmax_ha_per_bohr=0.0453 homo_lumo_gap_ev=6.061 multiplicity=1 charge=+1 relative_energy_kcal_mol=4.97 e_tot_ha=-3526.461705
Sr 9.031 1.583 8.126 0.6 1.8 -1.3
C 10.662 3.992 5.995 -1.7 -0.6 -0.8
O 11.282 2.779 5.542 0.6 0.2 0.1
O 9.804 3.722 6.965 -0.3 -1.2 1.6
C 11.732 5.058 6.267 -1.0 -0.5 0.4
F 12.010 5.638 5.123 0.7 1.0 -1.4
F 11.334 6.012 7.093 -0.6 0.5 0.7
F 12.845 4.564 6.760 1.3 -0.8 0.7
C 12.065 2.928 4.380 1.4 -0.4 -0.7
C 12.757 1.608 4.058 -1.0 -0.2 -0.7
H 13.433 1.312 4.855 0.1 0.0 0.0
H 12.027 0.812 3.845 0.0 0.0 0.4
H 13.277 1.699 3.102 0.3 0.1 0.2
H 12.908 3.629 4.475 -0.4 0.1 0.4
H 11.489 3.290 3.523 -0.3 -0.1 0.1
H 10.081 4.367 5.131 0.4 0.3 -0.3
C 11.568 -2.778 3.557 1.0 0.4 0.3
C 10.231 -2.764 4.246 -0.3 0.4 0.5
C 9.258 -3.803 3.724 0.9 -0.6 -0.6
O 7.977 -3.654 4.267 -0.1 0.2 -0.2
C 7.245 -2.640 3.607 -0.7 0.1 0.5
N 10.412 -2.903 5.730 -0.1 -0.4 -0.6
H 12.167 -1.958 3.975 0.1 -0.1 0.0
H 11.565 -2.597 2.485 -0.5 -0.1 -0.1
H 12.143 -3.693 3.735 -0.2 -0.1 0.0
H 9.785 -1.768 4.122 0.0 -0.1 -0.3
H 9.631 -4.800 3.987 -0.1 0.0 0.3
H 9.268 -3.809 2.626 -0.3 0.3 0.0
H 7.662 -1.637 3.761 0.2 -0.1 -0.1
H 6.259 -2.642 4.074 0.0 0.0 -0.2
H 7.130 -2.828 2.538 0.1 -0.1 0.0
H 11.073 -3.678 5.848 -0.2 0.2 0.2
H 9.516 -3.270 6.065 0.2 0.1 0.1
C 14.111 5.155 12.367 -0.6 -0.1 0.0
C 15.209 5.396 11.349 -0.3 0.0 0.0
C 16.530 4.797 11.784 -0.3 -0.3 -0.5
O 16.968 5.450 12.941 -0.2 0.0 0.1
C 18.300 5.137 13.215 0.4 -0.5 0.7
N 14.840 4.799 10.043 0.3 1.0 -0.1
H 13.971 4.105 12.635 0.4 -0.1 0.0
H 13.140 5.452 11.952 0.1 0.3 0.0
H 14.277 5.738 13.272 0.0 -0.1 0.0
H 15.336 6.490 11.316 0.1 -0.1 -0.3
H 17.284 4.875 10.989 -0.1 0.2 -0.1
H 16.362 3.716 11.923 0.2 0.1 0.3
H 18.533 5.457 14.228 0.0 0.3 -0.1
H 18.988 5.595 12.500 0.0 0.0 -0.1
H 18.456 4.050 13.223 0.0 0.0 -0.2
H 13.961 5.234 9.755 0.1 -0.1 0.1
H 15.523 5.188 9.370 -0.3 -0.6 0.1
C 15.319 6.509 6.035 0.5 -0.2 -0.3
C 16.848 6.447 5.960 -0.2 0.6 -0.6
C 17.385 5.537 7.048 1.5 0.1 -0.4
O 17.038 5.820 8.380 -1.2 0.2 0.1
C 17.475 7.039 8.952 0.8 -0.5 0.0
N 17.358 5.950 4.666 -1.2 -0.6 0.0
H 14.919 7.113 5.219 0.0 0.2 0.2
H 15.011 6.907 7.004 -0.2 0.0 -0.1
H 14.931 5.495 5.885 -0.1 0.1 0.2
H 17.252 7.467 6.004 -0.1 -0.1 0.5
H 18.485 5.503 6.986 -0.1 0.1 -0.2
H 17.067 4.518 6.808 -0.3 0.0 0.4
H 18.571 6.978 9.008 -0.1 0.4 0.1
H 17.065 7.081 9.960 0.1 -0.1 0.0
H 17.172 7.961 8.450 -0.1 -0.3 -0.4
H 16.721 6.280 3.914 0.7 0.0 0.5
H 17.178 4.938 4.635 0.3 0.2 -0.1
C 8.365 7.425 6.250 -0.6 -0.1 0.4
C 7.174 6.592 6.731 -0.1 -0.6 -0.5
C 6.487 5.962 5.521 -0.2 -0.2 0.0
O 5.255 5.345 5.840 0.1 -0.3 -0.1
C 4.212 6.284 5.875 -0.3 -0.2 0.1
N 7.586 5.469 7.595 1.0 0.4 0.3
H 8.030 8.222 5.585 0.1 0.0 0.0
H 9.057 6.764 5.727 0.1 0.1 -0.1
H 8.853 7.866 7.119 0.2 0.0 -0.1
H 6.443 7.199 7.267 0.1 0.1 0.1
H 7.133 5.157 5.157 0.1 0.1 -0.1
H 6.312 6.674 4.706 0.3 0.1 0.0
H 3.858 6.545 4.872 0.2 0.1 -0.1
H 4.543 7.178 6.402 -0.3 0.2 0.0
H 3.377 5.819 6.393 0.0 0.1 0.2
H 8.351 4.989 7.096 -0.4 -0.1 0.1
H 8.140 5.884 8.354 -0.5 -0.1 0.0
C 12.889 -0.877 7.174 0.8 0.0 0.2
C 11.802 -0.039 7.829 -1.1 -1.3 -0.9
C 12.336 1.217 8.488 -0.1 -0.2 -0.7
O 11.242 1.998 8.961 -0.1 -0.3 0.3
C 11.609 2.939 9.974 0.3 0.2 0.1
N 10.677 0.139 6.799 1.3 0.2 0.2
H 13.234 -0.507 6.204 -0.2 0.5 0.2
H 12.547 -1.882 6.937 -0.1 0.0 0.4
H 13.767 -0.905 7.828 0.0 -0.3 -0.1
H 11.324 -0.673 8.590 0.2 0.2 0.2
H 12.933 1.793 7.774 -0.1 0.2 0.1
H 12.970 0.898 9.318 0.0 0.1 0.1
H 10.827 3.685 10.109 -0.2 -0.2 -0.2
H 12.509 3.473 9.677 0.2 -0.1 0.0
H 11.774 2.394 10.904 0.1 0.2 0.1
H 10.596 -0.806 6.383 -0.3 0.1 0.3
H 11.143 0.668 6.049 -0.6 0.3 0.2
C 20.359 3.490 2.778 -0.5 -0.7 -0.2
C 19.074 3.730 1.972 1.0 1.6 0.3
C 17.972 2.751 2.339 0.1 -0.4 -0.7
O 17.383 3.033 3.581 0.1 0.2 0.4
C 16.387 2.102 3.904 -0.5 0.2 -0.3
N 18.758 5.171 2.072 -0.5 0.0 0.3
H 20.126 3.512 3.845 0.2 0.1 0.0
H 21.119 4.224 2.533 0.0 0.2 0.0
H 20.755 2.500 2.522 0.0 0.1 0.2
H 19.335 3.626 0.913 -0.2 -0.6 0.1
H 18.399 1.736 2.379 0.0 0.0 -0.1
H 17.212 2.739 1.542 -0.1 0.1 0.1
H 16.089 2.253 4.942 0.2 -0.1 0.1
H 16.727 1.075 3.733 0.0 0.0 0.2
H 15.487 2.271 3.290 0.2 -0.1 0.0
H 18.616 5.543 3.028 0.2 -0.7 -0.6
H 17.898 5.375 1.573 0.0 0.0 0.0
C 15.865 10.930 9.042 -1.2 -0.6 0.6
C 15.309 10.011 7.938 0.3 1.7 -0.3
C 13.984 10.553 7.393 0.0 0.1 -0.3
O 12.862 10.331 8.222 0.0 0.3 0.3
C 12.368 9.012 8.213 0.0 -0.1 0.2
N 16.285 10.043 6.816 0.0 -1.1 0.4
H 16.017 11.938 8.660 0.2 0.0 -0.1
H 16.779 10.507 9.459 0.1 0.2 0.0
H 15.140 11.020 9.863 0.1 0.0 -0.1
H 15.102 9.020 8.337 0.6 -0.3 -0.3
H 13.789 10.172 6.382 0.1 -0.2 0.1
H 14.113 11.637 7.304 -0.3 0.0 0.0
H 13.193 8.303 8.311 -0.1 -0.3 -0.2
H 11.751 8.786 7.337 0.3 0.1 -0.3
H 11.710 8.868 9.071 0.1 0.3 0.1
H 17.164 9.706 7.210 0.0 0.0 -0.3
H 16.492 11.009 6.578 -0.3 0.1 0.0
C 12.619 -3.448 -1.327 -0.7 1.2 1.0
C 11.302 -3.205 -0.566 0.0 -1.0 -0.7
C 11.109 -1.782 -0.116 0.2 -0.1 0.2
O 9.991 -1.755 0.769 0.2 0.3 -0.4
C 9.723 -0.452 1.231 -0.2 0.0 0.7
N 10.138 -3.593 -1.406 0.3 0.3 0.8
H 13.417 -3.272 -0.600 0.2 -0.3 -0.2
H 12.731 -2.692 -2.104 0.0 -0.3 -0.3
H 12.623 -4.465 -1.697 0.3 0.0 -0.2
H 11.346 -3.858 0.322 0.0 0.3 0.1
H 10.927 -1.131 -0.981 -0.1 -0.1 0.0
H 12.015 -1.417 0.398 -0.1 0.0 0.0
H 10.290 -0.243 2.155 0.1 0.0 -0.2
H 8.668 -0.402 1.507 0.0 0.0 -0.2
H 9.953 0.334 0.509 -0.1 -0.1 -0.2
H 10.271 -4.540 -1.747 0.0 0.0 0.0
H 9.357 -3.619 -0.749 -0.1 0.0 -0.5
C 5.253 3.582 1.578 0.5 0.0 -0.1
C 6.039 4.828 1.989 -1.1 0.7 -0.4
C 7.268 4.993 1.113 0.3 0.1 -0.1
O 8.088 3.842 1.070 -0.5 -0.5 -0.3
C 8.712 3.628 2.303 0.1 -0.1 0.1
N 5.232 6.060 1.807 -0.2 -0.1 0.3
H 5.885 2.708 1.759 -0.4 -0.2 0.0
H 5.021 3.616 0.510 0.2 0.0 0.0
H 4.288 3.519 2.078 0.1 -0.1 0.4
H 6.282 4.812 3.053 0.1 -0.2 -0.1
H 7.904 5.839 1.400 -0.3 0.2 0.2
H 6.907 5.195 0.102 0.2 -0.2 -0.1
H 9.473 4.408 2.409 0.1 -0.2 0.5
H 9.144 2.627 2.317 0.3 0.1 -0.3
H 8.020 3.631 3.155 0.0 0.3 -0.1
H 4.439 6.013 2.445 0.2 0.1 0.0
H 4.786 6.072 0.891 0.3 -0.1 0.0
C 15.059 6.105 0.224 -0.9 0.3 -0.4
C 14.781 7.110 1.329 1.6 0.4 -0.3
C 13.624 6.746 2.198 -0.8 0.2 0.4
O 12.460 6.768 1.407 0.5 0.3 -0.9
C 11.336 6.440 2.116 -1.0 -0.2 1.4
N 15.981 7.187 2.193 0.2 0.8 0.2
H 15.115 5.110 0.666 0.2 -0.1 -0.3
H 15.928 6.354 -0.387 0.4 -0.1 0.5
H 14.247 6.155 -0.509 -0.1 -0.3 0.3
H 14.630 8.094 0.870 -0.5 -0.1 0.0
H 13.499 7.477 3.016 0.2 0.0 -0.1
H 13.752 5.771 2.698 0.1 0.0 -0.3
H 10.408 6.532 1.556 0.3 -0.2 -0.6
H 11.160 7.095 2.985 0.3 0.0 0.0
H 11.434 5.423 2.517 -0.2 -0.1 0.0
H 16.769 7.532 1.640 -0.1 -0.4 -0.1
H 15.867 7.967 2.853 -0.2 -0.4 -0.1

=====

# 4
27
Properties=species:S:1:pos:R:3:forces:R:3 method="wB97M-V/def2-TZVPD" fmax_ha_per_bohr=0.0757 homo_lumo_gap_ev=9.208 multiplicity=1 relative_energy_kcal_mol=0.00 smiles="CC1(C)NC(C)(C)[N+]([O-])=C1CBr" e_tot_ha=-3072.495128
C 1.797 -0.720 1.042 -0.8 2.5 0.4
C 0.848 -0.625 -0.160 -0.8 -0.2 0.3
C 1.312 -1.265 -1.446 -0.9 -3.2 0.0
N 0.470 0.715 -0.547 -0.8 -0.2 -0.5
C -0.845 1.033 -0.085 -0.5 1.7 -0.2
C -1.729 1.651 -1.173 -0.8 -1.5 -0.4
C -0.767 1.982 1.161 -0.4 -1.2 1.6
N -1.439 -0.340 0.240 1.2 1.9 1.1
O -2.605 -0.576 0.600 -1.5 0.6 -0.2
C -0.470 -1.145 0.347 1.1 -3.3 -1.7
C -0.783 -2.578 0.728 -1.5 2.9 1.3
Br -1.560 -3.620 -0.695 0.0 0.0 0.1
H 2.371 0.273 1.148 -0.2 -2.0 -0.2
H 2.314 -1.634 0.952 1.4 -0.7 0.2
H 1.146 -0.779 1.935 0.6 0.1 -0.2
H 2.232 -0.882 -1.736 1.9 0.9 -0.4
H 0.625 -1.058 -2.252 -0.4 0.2 -0.1
H 1.418 -2.406 -1.471 -0.1 1.4 0.5
H 1.103 1.431 -0.314 1.0 0.7 0.4
H -1.745 1.004 -2.113 -0.2 0.4 1.4
H -1.360 2.581 -1.546 0.3 0.9 0.3
H -2.744 1.746 -0.728 0.5 0.1 -0.7
H -0.185 1.534 2.069 -0.8 0.4 -1.8
H -1.820 2.034 1.520 0.7 0.7 -0.1
H -0.287 2.981 0.965 -0.8 -1.0 -0.2
H -1.492 -2.391 1.599 0.4 -1.0 -1.3
H 0.073 -3.032 1.108 1.4 -1.1 0.3

=====

# 5
22
Properties=species:S:1:pos:R:3:forces:R:3 method="wB97M-V/def2-TZVPD" fmax_ha_per_bohr=0.0156 homo_lumo_gap_ev=12.418 multiplicity=1 relative_energy_kcal_mol=8.70 smiles=CCC.CCC e_tot_ha=-238.182668
C -1.936 1.207 0.704 -0.2 -0.4 0.2
C -0.590 1.898 0.571 0.0 0.3 0.1
C -0.191 2.687 1.837 0.2 -0.1 -0.5
H -1.862 0.309 1.327 0.1 0.1 0.0
H -2.700 1.830 1.168 0.0 0.2 0.0
H -2.327 0.874 -0.254 0.0 0.0 -0.2
H -0.633 2.610 -0.251 0.0 0.0 -0.2
H 0.158 1.150 0.286 0.0 0.1 0.2
H -0.747 2.341 2.702 0.0 -0.1 0.2
H -0.383 3.749 1.698 -0.3 0.1 0.1
H 0.875 2.628 2.048 0.1 -0.2 0.1
C 0.836 -1.635 -2.349 0.4 -0.3 0.0
C 1.490 -1.720 -0.971 -0.1 0.2 0.1
C 0.593 -2.360 0.107 0.7 -0.4 0.0
H 0.096 -0.845 -2.430 -0.2 0.1 0.1
H 0.359 -2.596 -2.550 -0.1 0.1 -0.1
H 1.574 -1.487 -3.144 0.0 0.1 0.1
H 2.442 -2.255 -1.056 -0.3 -0.3 0.0
H 1.804 -0.741 -0.611 -0.1 0.2 -0.1
H 0.085 -1.636 0.735 0.1 0.2 0.1
H -0.191 -3.012 -0.282 0.1 0.0 -0.3
H 1.250 -2.996 0.715 -0.4 0.2 0.3

=====

# 6
10
Properties=species:S:1:pos:R:3:forces:R:3 method="wB97M-V/def2-TZVPD" fmax_ha_per_bohr=0.0037 homo_lumo_gap_ev="8.009 / 8.008" multiplicity=1 relative_energy_kcal_mol=40.75 e_tot_ha=-247.242302
O 0.812 1.234 1.706 -0.1 0.0 0.0
C -0.336 1.211 1.243 0.0 0.0 0.0
C -0.705 0.356 0.174 0.0 0.0 0.0
C 0.470 -1.239 -1.241 0.1 0.2 0.0
N 0.333 -0.403 -0.259 0.1 -0.2 -0.1
H -1.118 1.873 1.651 0.1 -0.1 0.0
H -1.671 0.293 -0.307 0.1 0.0 0.1
H -0.345 -1.380 -1.938 0.0 -0.1 0.1
H 1.421 -1.733 -1.390 -0.1 0.1 0.1
H 1.139 -0.213 0.361 -0.1 0.0 -0.1

=====

Please write out number 5 again, unchanged.
22
Properties=species:S:1:pos:R:3:forces:R:3 method="wB97M-V/def2-TZVPD" fmax_ha_per_bohr=0.0156 homo_lumo_gap_ev=12.418 multiplicity=1 relative_energy_kcal_mol=8.70 smiles=CCC.CCC e_tot_ha=-238.182668
C -1.936 1.207 0.704 -0.2 -0.4 0.2
C -0.590 1.898 0.571 0.0 0.3 0.1
C -0.191 2.687 1.837 0.2 -0.1 -0.5
H -1.862 0.309 1.327 0.1 0.1 0.0
H -2.700 1.830 1.168 0.0 0.2 0.0
H -2.327 0.874 -0.254 0.0 0.0 -0.2
H -0.633 2.610 -0.251 0.0 0.0 -0.2
H 0.158 1.150 0.286 0.0 0.1 0.2
H -0.747 2.341 2.702 0.0 -0.1 0.2
H -0.383 3.749 1.698 -0.3 0.1 0.1
H 0.875 2.628 2.048 0.1 -0.2 0.1
C 0.836 -1.635 -2.349 0.4 -0.3 0.0
C 1.490 -1.720 -0.971 -0.1 0.2 0.1
C 0.593 -2.360 0.107 0.7 -0.4 0.0
H 0.096 -0.845 -2.430 -0.2 0.1 0.1
H 0.359 -2.596 -2.550 -0.1 0.1 -0.1
H 1.574 -1.487 -3.144 0.0 0.1 0.1
H 2.442 -2.255 -1.056 -0.3 -0.3 0.0
H 1.804 -0.741 -0.611 -0.1 0.2 -0.1
H 0.085 -1.636 0.735 0.1 0.2 0.1
H -0.191 -3.012 -0.282 0.1 0.0 -0.3
H 1.250 -2.996 0.715 -0.4 0.2 0.3